The following is a DFT calculation (the ωB97M-V functional and the def2-TZVPD basis) of a gas-phase ion, C5H11N3 (charge +2) at a distorted geometry.

## Properties
HOMO level	-18.27	eV
frontier orbital gap	11.22	eV
energy relative to the best compared isomer or geometry (same formula, charge and spin)	40.7	kJ/mol
DFT total energy	-360.7872	Eh
LUMO energy	-7.046	eV

```
! RIJCOSX wB97M-V def2-TZVPD def2/J DEFGRID3
* xyz 2 1
N -0.160 1.178 -1.963
C 0.109 1.955 -0.686
C 0.678 1.040 0.424
C 0.238 -0.354 0.612
C 0.973 -1.491 0.506
N 0.139 -2.534 0.886
C -1.062 -2.077 1.166
N -1.036 -0.742 1.016
H -0.716 1.797 -2.568
H -0.770 0.369 -1.823
H 0.665 0.844 -2.451
H -0.860 2.377 -0.420
H 0.767 2.797 -0.881
H 0.504 1.548 1.388
H 1.765 1.150 0.483
H 2.036 -1.646 0.431
H 0.464 -3.461 1.090
H -1.958 -2.610 1.424
H -1.776 -0.140 1.365
*
```

***

The following is a DFT calculation (the ωB97M-V functional and the def2-TZVPD basis) of C5H11N3O in the gas phase at a distorted geometry.

## Properties
HOMO level	-8.57	eV
frontier orbital gap	9.24	eV
energy relative to the best compared isomer or geometry (same formula, charge and spin)	348.8	kJ/mol
DFT total energy	-436.5142	Eh
LUMO energy	0.669	eV

```
! RIJCOSX wB97M-V def2-TZVPD def2/J DEFGRID3
* xyz 0 1
N 3.682 -0.797 0.373
C 3.132 0.244 -0.443
C 1.664 0.602 -0.109
N 0.805 -0.598 -0.297
C -0.461 -0.565 -0.114
C -1.308 0.625 0.125
C -2.649 0.540 0.207
N -3.425 -0.604 -0.028
O -4.783 -0.254 -0.203
H 3.069 -1.627 0.352
H 3.716 -0.488 1.340
H 3.803 1.116 -0.345
H 3.102 -0.004 -1.513
H 1.535 0.867 0.920
H 1.307 1.460 -0.704
H -0.877 -1.581 -0.149
H -0.806 1.567 0.234
H -3.261 1.338 0.550
H -3.061 -1.208 -0.803
H -5.183 -0.633 0.608
*
```

***

The following is a DFT calculation (the ωB97M-V functional and the def2-TZVPD basis) of 2 unconnected molecules or ions with the total composition C5H11N3O.

## Properties
HOMO level (spin up / spin down)	-7.15 / -7.15	eV
frontier orbital gap (spin up / spin down)	7.85 / 7.85	eV
energy relative to the best compared isomer or geometry (same formula, charge and spin)	564.0	kJ/mol
DFT total energy	-436.4322	Eh
LUMO energy (spin up / spin down)	0.704 / 0.704	eV

```
! RIJCOSX wB97M-V def2-TZVPD def2/J DEFGRID3
* xyz 0 1
C -1.388 -0.820 0.372
C -1.499 -1.182 -1.074
C 0.911 0.701 0.434
C -0.222 1.448 0.564
N 1.627 -1.347 -0.413
N 2.192 1.254 0.371
C -0.851 2.496 0.074
O -1.411 -1.808 1.298
N 0.727 -0.633 0.380
H -0.582 -2.304 1.229
H -2.056 -0.036 0.695
H 1.979 -2.165 0.068
H 2.372 -0.788 -0.820
H 2.881 0.808 0.965
H 2.204 2.259 0.463
H -0.737 -1.904 -1.374
H -2.491 -1.609 -1.266
H -1.389 -0.287 -1.688
H -1.826 2.802 0.448
H -0.441 3.114 -0.727
*
```

***

The following is a DFT calculation (the ωB97M-V functional and the def2-TZVPD basis) of a gas-phase ion, C5H11N3O (charge +2) at a distorted geometry.

## Properties
HOMO level (spin up / spin down)	-16.17 / -16.17	eV
frontier orbital gap (spin up / spin down)	6.65 / 6.65	eV
energy relative to the best compared isomer or geometry (same formula, charge and spin)	254.5	kJ/mol
DFT total energy	-435.8793	Eh
LUMO energy (spin up / spin down)	-9.518 / -9.517	eV

```
! RIJCOSX wB97M-V def2-TZVPD def2/J DEFGRID3
* xyz 2 1
C 2.164 1.987 0.122
C 1.326 0.795 0.083
N 1.905 -0.471 -0.074
C 1.396 -1.716 0.081
N 0.279 -1.948 0.651
O 0.011 1.009 0.085
C -1.262 0.354 -0.334
C -2.560 0.532 0.125
N -3.520 -0.099 -0.447
H 1.661 2.873 -0.080
H 2.839 1.756 -0.666
H 2.723 2.155 1.068
H 2.863 -0.451 -0.570
H 2.046 -2.693 -0.165
H -0.300 -1.402 1.252
H 0.039 -2.971 0.675
H -1.180 -0.518 -1.078
H -2.645 1.140 0.920
H -4.544 0.197 -0.302
H -3.240 -0.529 -1.346
*
```